No. 1
Molecular formula: C5H8S
Method: DFT, ωB97M-V/def2-TZVPD

ORCA input file:
```
! wB97M-V def2-TZVPD RIJCOSX def2/J DEFGRID3
* xyz 0 1
C 1.21 -0.30 0.97
C -1.05 -1.15 -0.27
C -0.27 -0.01 -0.81
C -0.05 1.50 -0.64
C 0.13 0.63 0.36
H 1.46 -0.13 1.94
H 1.93 -0.26 0.12
H -1.20 -2.00 -0.90
H -1.95 -0.83 0.41
H 0.57 -0.35 -1.32
H 0.76 2.05 -1.23
H -0.98 1.99 -0.66
H -0.75 0.59 1.05
S 0.19 -1.73 0.97
*
```

- HOMO-LUMO gap (eV) = 9.47
- relative energy (zero: lowest compared OMol25 entry of this formula, charge and spin) (kJ/mol) = 392.0

From a natural (NBO) analysis of the wavefunction, the atomic charges in e read:
1 C -0.523
2 C -0.480
3 C -0.300
4 C -0.344
5 C -0.232
6 H 0.227
7 H 0.208
8 H 0.227
9 H 0.219
10 H 0.195
11 H 0.229
12 H 0.222
13 H 0.201
14 S 0.151

***

No. 2
Molecular formula: C51H50N7O5P2SY
Method: DFT, ωB97M-V/def2-TZVPD

ORCA input file:
```
! wB97M-V def2-TZVPD RIJCOSX def2/J DEFGRID3
* xyz 0 1
Y 0.99 0.31 -0.31
C -3.34 -0.91 6.09
C -2.56 -0.37 4.92
C -2.48 0.96 4.64
C -1.67 1.46 3.58
C -1.73 2.87 3.39
N -0.80 3.68 3.00
C 0.63 3.39 2.95
C 1.39 4.49 2.23
C 2.89 4.31 2.38
N 3.22 2.89 2.18
C 4.31 2.31 2.56
C 4.62 0.96 2.33
C 5.92 0.51 2.66
C 6.34 -0.76 2.40
C 7.73 -1.24 2.73
C 5.41 -1.61 1.78
C 4.12 -1.25 1.46
C 3.30 -2.25 0.78
N 2.10 -2.14 0.38
C 1.58 -3.37 -0.25
C 0.80 -4.27 0.72
C -0.68 -3.94 0.90
N -1.02 -3.04 2.01
C -0.71 -1.82 1.94
C -1.18 -0.83 2.94
C -1.90 -1.25 4.03
C -0.99 0.57 2.68
O -0.37 1.00 1.65
C 3.65 0.07 1.76
O 2.44 0.42 1.57
H -3.69 -0.11 6.73
H -2.73 -1.59 6.69
H -4.22 -1.48 5.75
H -3.01 1.67 5.26
H -2.67 3.36 3.63
H -1.08 4.62 2.75
H 0.76 2.43 2.44
H 0.99 3.27 3.98
H 1.12 5.48 2.62
H 1.12 4.46 1.18
H 3.23 4.60 3.38
H 3.41 4.92 1.64
H 2.61 2.33 1.58
H 5.04 2.93 3.08
H 6.60 1.23 3.12
H 8.28 -0.50 3.30
H 8.30 -1.45 1.82
H 7.70 -2.16 3.32
H 5.72 -2.62 1.52
H 3.83 -3.19 0.60
H 2.41 -3.94 -0.68
H 0.92 -3.08 -1.07
H 1.29 -4.28 1.69
H 0.87 -5.28 0.31
H -1.21 -4.87 1.10
H -1.08 -3.54 -0.04
H -0.16 -1.41 1.11
H -2.00 -2.33 4.16
N -2.75 1.06 -1.23
P -1.29 2.00 -1.36
C -1.54 2.51 -3.10
C -0.83 1.87 -4.11
C -1.14 2.13 -5.44
C -2.15 3.02 -5.77
C -2.85 3.68 -4.76
C -2.54 3.42 -3.43
C -1.81 3.52 -0.46
C -1.01 4.66 -0.55
C -1.35 5.82 0.13
C -2.51 5.86 0.90
C -3.31 4.73 1.00
C -2.95 3.56 0.33
P -2.92 -0.30 -0.16
C -4.60 0.16 0.51
C -4.72 0.36 1.88
C -5.93 0.77 2.45
C -7.03 0.99 1.63
C -6.92 0.78 0.26
C -5.72 0.37 -0.29
C -3.48 -1.65 -1.26
C -3.43 -1.62 -2.65
C -3.86 -2.71 -3.39
C -4.34 -3.85 -2.76
C -4.38 -3.89 -1.37
C -3.95 -2.80 -0.62
H -3.26 1.00 -2.10
H -0.03 1.18 -3.86
H -0.58 1.63 -6.23
H -2.39 3.21 -6.81
H -3.62 4.39 -5.01
H -3.09 3.93 -2.65
H -0.11 4.64 -1.17
H -0.73 6.70 0.04
H -2.79 6.77 1.41
H -4.23 4.76 1.57
H -3.59 2.68 0.39
H -3.86 0.19 2.52
H -6.00 0.92 3.52
H -7.97 1.30 2.07
H -7.78 0.94 -0.38
H -5.66 0.20 -1.36
H -3.02 -0.76 -3.17
H -3.80 -2.68 -4.47
H -4.66 -4.70 -3.34
H -4.75 -4.78 -0.86
H -3.99 -2.84 0.46
O 1.65 0.75 -2.61
C 2.85 0.43 -2.37
O 3.21 0.00 -1.24
H 3.59 0.53 -3.17
O -0.30 -2.16 -3.53
C -0.32 -1.57 -2.50
N -0.34 -1.01 -1.44
S 3.32 4.47 -1.32
C 2.34 3.31 -0.75
N 1.67 2.48 -0.26
*
```

- HOMO-LUMO gap (eV) = 7.38
- relative energy (zero: lowest compared OMol25 entry of this formula, charge and spin) (kJ/mol) = 13.2

Löwdin population analysis, charges in e, atoms 1 to 99:
1 Y 1.353
2 C -0.049
3 C -0.277
4 C -0.023
5 C -0.124
6 C -0.013
7 N 0.103
8 C -0.141
9 C -0.158
10 C -0.153
11 N 0.068
12 C 0.013
13 C -0.109
14 C 0.004
15 C -0.266
16 C -0.052
17 C 0.030
18 C -0.109
19 C -0.105
20 N 0.019
21 C -0.207
22 C -0.159
23 C -0.213
24 N 0.070
25 C -0.154
26 C -0.120
27 C 0.027
28 C -0.332
29 O -0.185
30 C -0.287
31 O -0.142
32 H 0.073
33 H 0.080
34 H 0.081
35 H 0.121
36 H 0.143
37 H 0.133
38 H 0.085
39 H 0.146
40 H 0.126
41 H 0.074
42 H 0.127
43 H 0.097
44 H 0.083
45 H 0.149
46 H 0.121
47 H 0.073
48 H 0.082
49 H 0.079
50 H 0.126
51 H 0.128
52 H 0.111
53 H 0.079
54 H 0.113
55 H 0.108
56 H 0.100
57 H 0.101
58 H 0.044
59 H 0.124
60 N -0.387
61 P 0.986
62 C -0.340
63 C -0.075
64 C -0.070
65 C -0.087
66 C -0.085
67 C -0.090
68 C -0.352
69 C -0.103
70 C -0.091
71 C -0.109
72 C -0.101
73 C -0.090
74 P 1.025
75 C -0.355
76 C -0.099
77 C -0.087
78 C -0.095
79 C -0.084
80 C -0.089
81 C -0.382
82 C -0.110
83 C -0.075
84 C -0.088
85 C -0.084
86 C -0.111
87 H 0.041
88 H 0.074
89 H 0.106
90 H 0.101
91 H 0.101
92 H 0.103
93 H 0.099
94 H 0.108
95 H 0.101
96 H 0.105
97 H 0.083
98 H 0.071
99 H 0.098

***

No. 3
Molecular formula: C35H45IN4O6
Method: DFT, ωB97M-V/def2-TZVPD

ORCA input file:
```
! wB97M-V def2-TZVPD RIJCOSX def2/J DEFGRID3
* xyz 2 1
C 3.22 1.18 5.26
O 3.35 0.71 3.93
C 2.57 1.47 3.03
C 2.58 0.76 1.69
C 3.74 1.14 0.77
C 3.88 2.65 0.45
C 2.57 3.42 0.35
C 1.58 2.79 -0.65
C 0.14 3.07 -0.24
C -0.97 2.31 -0.94
C -1.06 2.13 -2.34
C -0.05 2.68 -3.32
C -0.05 4.22 -3.35
C -1.44 4.76 -3.71
I -2.23 6.02 -2.19
C -2.13 1.43 -2.90
C -3.12 0.94 -2.08
C -3.03 1.10 -0.71
C -1.98 1.77 -0.12
C -1.98 1.91 1.38
O -2.35 3.27 1.66
N -1.86 3.73 2.94
O -2.05 2.97 3.80
C -4.25 0.43 -0.14
O -4.38 -0.16 0.88
N -5.25 0.46 -1.21
C -5.91 1.78 -1.35
C -6.75 2.02 -0.11
C -6.87 3.55 0.29
O -6.13 2.34 1.03
C -4.40 0.21 -2.37
O -4.67 -0.47 -3.30
H 3.54 2.22 5.36
H 2.18 1.11 5.60
H 3.83 0.56 5.90
H 1.54 1.54 3.41
H 2.98 2.48 2.98
H 2.69 -0.30 1.93
H 1.62 0.87 1.19
H 3.70 0.61 -0.18
H 4.67 0.81 1.24
H 4.40 2.75 -0.51
H 4.52 3.13 1.19
H 2.80 4.41 -0.03
H 2.10 3.58 1.32
H 1.82 3.23 -1.61
H 1.77 1.72 -0.74
H -0.06 4.14 -0.35
H 0.08 2.88 0.83
H -0.31 2.32 -4.32
H 0.94 2.29 -3.11
H 0.29 4.60 -2.39
H 0.65 4.54 -4.12
H -1.41 5.31 -4.64
H -2.18 3.98 -3.82
H -2.19 1.29 -3.97
H -1.02 1.68 1.84
H -2.73 1.24 1.79
H -6.58 1.77 -2.20
H -5.21 2.62 -1.36
H -7.66 1.42 0.02
H -7.98 3.38 0.44
H -6.84 4.21 1.15
C 0.28 -0.76 -1.96
N 0.74 -2.06 -1.40
C 1.39 -2.06 -0.23
C 1.81 -3.23 0.35
C 1.53 -4.44 -0.28
C 0.87 -4.42 -1.50
C 0.48 -3.21 -2.04
C 1.92 -5.74 0.35
C 0.96 -6.70 0.62
C 1.34 -7.91 1.17
N 2.63 -8.16 1.44
C 3.57 -7.24 1.20
C 3.25 -6.02 0.66
C 3.03 -9.48 1.99
H 1.14 -0.11 -2.06
H -0.44 -0.34 -1.26
H -0.19 -0.92 -2.92
H 1.57 -1.09 0.23
H 2.32 -3.19 1.30
H 0.65 -5.33 -2.04
H -0.04 -3.14 -2.99
H -0.09 -6.53 0.42
H 0.63 -8.69 1.39
H 4.59 -7.51 1.45
H 4.04 -5.30 0.47
H 3.56 -9.32 2.93
H 3.68 -9.97 1.27
H 2.15 -10.08 2.16
*
```

- HOMO-LUMO gap (eV) = 4.58

From a Löwdin analysis of the wavefunction, the atomic charges in e read:
1 C -0.099
2 O -0.187
3 C -0.235
4 C -0.193
5 C -0.194
6 C -0.186
7 C -0.186
8 C -0.192
9 C -0.122
10 C -0.089
11 C -0.180
12 C -0.155
13 C -0.283
14 C -0.628
15 I 0.811
16 C 0.029
17 C -0.081
18 C -0.037
19 C -0.067
20 C -0.148
21 O -0.096
22 N 0.011
23 O 0.089
24 C -0.334
25 O 0.175
26 N 0.041
27 C -0.084
28 C -0.334
29 C 0.033
30 O -0.066
31 C -0.345
32 O 0.171
33 H 0.094
34 H 0.090
35 H 0.090
36 H 0.123
37 H 0.121
38 H 0.101
39 H 0.084
40 H 0.094
41 H 0.117
42 H 0.115
43 H 0.114
44 H 0.123
45 H 0.104
46 H 0.097
47 H 0.081
48 H 0.118
49 H 0.087
50 H 0.118
51 H 0.097
52 H 0.055
53 H 0.117
54 H 0.046
55 H 0.023
56 H 0.137
57 H 0.110
58 H 0.115
59 H 0.146
60 H 0.134
61 H 0.157
62 H 0.080
63 H 0.121
64 C 0.059
65 N -0.052
66 C 0.034
67 C 0.067
68 C -0.127
69 C 0.058
70 C 0.035
71 C -0.124
72 C 0.060
73 C 0.031
74 N -0.072
75 C 0.025
76 C 0.061
77 C 0.057
78 H 0.107
79 H 0.103
80 H 0.112
81 H 0.121
82 H 0.145
83 H 0.144
84 H 0.157
85 H 0.146
86 H 0.156
87 H 0.161
88 H 0.146
89 H 0.118
90 H 0.119
91 H 0.107

***

No. 4
Molecular formula: C4H14N
Method: DFT, ωB97M-V/def2-TZVPD

ORCA input file:
```
! wB97M-V def2-TZVPD RIJCOSX def2/J DEFGRID3
* xyz 1 1
C 2.02 -0.65 1.75
C 0.98 -1.76 1.50
H 1.82 -0.24 2.77
H 3.01 -1.03 1.80
H 1.87 0.14 0.99
H 0.36 -1.55 0.61
H 0.24 -1.77 2.29
H 1.44 -2.74 1.62
C -1.02 0.82 -1.72
C 0.29 1.02 -1.02
N -2.14 0.59 -0.69
H -1.18 1.72 -2.38
H -1.01 -0.19 -2.30
H 0.83 0.11 -0.63
H 0.06 1.71 -0.21
H -2.59 -0.32 -1.00
H -1.78 0.37 0.24
H -2.78 1.38 -0.61
H 1.07 1.54 -1.61
*
```

- HOMO-LUMO gap (eV) = 10.62
- relative energy (zero: lowest compared OMol25 entry of this formula, charge and spin) (kJ/mol) = 124.9

From a natural (NBO) analysis of the wavefunction, the atomic charges in e read:
1 C -0.613
2 C -0.617
3 H 0.217
4 H 0.227
5 H 0.183
6 H 0.163
7 H 0.206
8 H 0.236
9 C -0.236
10 C -0.665
11 N -0.692
12 H 0.260
13 H 0.232
14 H 0.249
15 H 0.216
16 H 0.460
17 H 0.447
18 H 0.453
19 H 0.272

***

No. 5
Molecular formula: C4H11NO2
Method: DFT, ωB97M-V/def2-TZVPD

ORCA input file:
```
! wB97M-V def2-TZVPD RIJCOSX def2/J DEFGRID3
* xyz 0 1
C -1.92 -1.24 -0.26
N -0.90 -0.39 0.10
C 1.64 -0.25 0.58
C 0.46 -0.62 -0.40
C 0.61 0.37 -1.63
O -1.66 -2.28 -0.83
H -2.90 -0.84 0.06
H -1.13 0.47 0.57
H 2.44 0.03 -0.10
H 2.06 -1.23 0.87
H 1.24 0.26 1.48
H 0.45 -1.55 -0.93
H 1.10 1.30 -1.30
H 1.12 0.12 -2.57
H -0.39 0.68 -1.96
H 0.66 4.05 1.95
H 1.88 3.19 1.67
O 1.00 3.16 2.07
*
```

- HOMO-LUMO gap (eV) = 9.97
- structure (SMILES) = CC(C)NC=O.O
- relative energy (zero: lowest compared OMol25 entry of this formula, charge and spin) (kJ/mol) = 148.2

From a natural (NBO) analysis of the wavefunction, the atomic charges in e read:
1 C 0.527
2 N -0.624
3 C -0.649
4 C -0.068
5 C -0.630
6 O -0.614
7 H 0.116
8 H 0.394
9 H 0.226
10 H 0.217
11 H 0.242
12 H 0.244
13 H 0.193
14 H 0.216
15 H 0.208
16 H 0.470
17 H 0.471
18 O -0.940

***

No. 6
Molecular formula: C5H9NO
Method: DFT, ωB97M-V/def2-TZVPD

ORCA input file:
```
! wB97M-V def2-TZVPD RIJCOSX def2/J DEFGRID3
* xyz 0 1
C 0.57 -0.80 -0.58
C 0.78 -1.36 0.81
C -1.23 0.98 -0.08
N -2.22 0.22 0.31
C 1.09 0.95 -0.65
C -0.33 1.85 -0.23
O 2.08 1.18 0.05
H -2.85 -0.17 -0.37
H -2.31 -0.01 1.29
H 1.12 1.04 -1.75
H -0.24 2.91 -0.05
H 1.36 -1.15 -1.25
H -0.37 -1.11 -1.05
H -0.04 -1.13 1.49
H 0.89 -2.45 0.80
H 1.70 -0.94 1.23
*
```

- HOMO-LUMO gap (eV) = 7.63
- relative energy (zero: lowest compared OMol25 entry of this formula, charge and spin) (kJ/mol) = 535.4

From a natural (NBO) analysis of the wavefunction, the atomic charges in e read:
1 C -0.522
2 C -0.629
3 C 0.387
4 N -0.758
5 C 0.287
6 C -0.293
7 O -0.713
8 H 0.418
9 H 0.422
10 H 0.139
11 H 0.272
12 H 0.206
13 H 0.173
14 H 0.168
15 H 0.203
16 H 0.239

***

No. 7
Molecular formula: C45H41As2F5N5O8V
Method: DFT, ωB97M-V/def2-TZVPD

ORCA input file:
```
! wB97M-V def2-TZVPD RIJCOSX def2/J DEFGRID3
* xyz 2 3
V 0.37 0.11 1.90
C 0.05 -2.63 2.92
N 1.07 -1.69 2.44
C 2.02 -2.21 1.44
C 2.59 -1.10 0.57
C 3.74 -1.29 -0.17
C 4.16 -0.29 -1.03
C 3.41 0.87 -1.13
C 2.29 1.00 -0.34
N 1.89 0.04 0.49
C 1.74 -0.91 3.57
C 1.68 0.67 3.34
C 3.06 1.20 3.14
C 3.79 1.48 4.23
C 3.21 1.34 5.55
C 1.88 1.30 5.68
N 1.06 1.26 4.52
C -1.18 -1.89 3.39
C -2.24 -2.59 3.95
C -3.37 -1.90 4.33
C -3.41 -0.52 4.14
C -2.32 0.09 3.56
N -1.22 -0.57 3.20
H 0.46 -3.25 3.73
H -0.22 -3.29 2.09
H 1.48 -2.89 0.78
H 2.82 -2.77 1.94
H 4.30 -2.21 -0.07
H 5.06 -0.42 -1.61
H 3.71 1.68 -1.78
H 1.69 1.90 -0.35
H 2.79 -1.23 3.61
H 1.24 -1.16 4.50
H 3.46 1.35 2.15
H 4.80 1.85 4.14
H 3.83 1.34 6.43
H 1.37 1.31 6.63
H -2.17 -3.66 4.09
H -4.21 -2.41 4.77
H -4.27 0.06 4.43
H -2.30 1.16 3.39
N -0.82 1.49 1.04
C -1.51 2.28 0.55
C -2.35 3.27 -0.01
C -1.92 3.95 -1.16
C -2.74 4.94 -1.68
C -3.94 5.25 -1.06
C -4.36 4.57 0.08
C -3.57 3.57 0.61
H -0.99 3.70 -1.63
H -2.42 5.48 -2.56
H -4.56 6.03 -1.47
H -5.30 4.82 0.54
H -3.88 3.03 1.50
F 1.13 3.32 2.47
C 0.17 3.30 3.40
C 0.15 2.33 4.40
C -0.89 2.43 5.34
F -0.98 1.51 6.30
C -1.86 3.41 5.27
F -2.84 3.44 6.16
C -1.83 4.34 4.23
F -2.78 5.26 4.13
C -0.81 4.28 3.30
F -0.77 5.15 2.30
C -2.51 -3.85 -1.32
O -2.01 -2.98 -0.29
C -1.09 -2.06 -0.49
O -0.84 -1.29 0.42
C -0.47 -1.85 -1.83
C 0.21 -2.80 -2.47
As 0.98 -2.79 -4.30
C -0.70 -3.20 -5.23
C 1.03 -0.86 -4.66
C 0.76 0.12 -3.80
As -0.42 0.07 -2.23
C -2.13 0.22 -3.18
C 1.04 1.58 -3.98
O 0.14 2.35 -3.69
O 2.22 2.05 -4.34
C 3.38 1.24 -4.56
C 1.75 -0.67 -5.97
O 2.72 -1.34 -6.21
O 1.31 0.23 -6.83
C 0.02 0.84 -6.76
C 0.39 -4.14 -1.82
O 0.40 -4.32 -0.62
O 0.51 -5.09 -2.73
C 0.73 -6.44 -2.25
H -3.56 -3.99 -1.09
H -1.98 -4.80 -1.26
H -2.39 -3.40 -2.30
H -0.92 -4.26 -5.10
H -0.55 -3.01 -6.29
H -1.53 -2.60 -4.86
H -2.20 -0.51 -3.99
H -2.18 1.23 -3.58
H -2.95 0.07 -2.47
H 3.48 1.03 -5.62
H 3.33 0.32 -3.98
H 4.22 1.86 -4.22
H -0.31 0.96 -7.79
H 0.09 1.81 -6.27
H -0.69 0.20 -6.22
H 1.64 -6.46 -1.65
H 0.82 -7.05 -3.14
H -0.12 -6.75 -1.64
*
```

- HOMO-LUMO gap (spin up / spin down) (eV) = 6.91 / 7.20

natural (NBO) population analysis, charges in e, atoms 1 to 99:
1 V 1.534
2 C -0.243
3 N -0.501
4 C -0.264
5 C 0.218
6 C -0.185
7 C -0.130
8 C -0.240
9 C 0.076
10 N -0.552
11 C -0.277
12 C -0.283
13 C -0.238
14 C -0.188
15 C -0.284
16 C 0.014
17 N -0.470
18 C 0.242
19 C -0.227
20 C -0.108
21 C -0.252
22 C 0.126
23 N -0.558
24 H 0.233
25 H 0.256
26 H 0.273
27 H 0.232
28 H 0.239
29 H 0.246
30 H 0.248
31 H 0.227
32 H 0.243
33 H 0.249
34 H 0.209
35 H 0.233
36 H 0.242
37 H 0.224
38 H 0.242
39 H 0.246
40 H 0.247
41 H 0.202
42 N -0.554
43 C 0.579
44 C -0.263
45 C -0.135
46 C -0.187
47 C -0.135
48 C -0.216
49 C -0.089
50 H 0.248
51 H 0.242
52 H 0.240
53 H 0.242
54 H 0.219
55 F -0.280
56 C 0.314
57 C 0.032
58 C 0.365
59 F -0.293
60 C 0.266
61 F -0.269
62 C 0.286
63 F -0.269
64 C 0.271
65 F -0.279
66 C -0.261
67 O -0.478
68 C 0.892
69 O -0.659
70 C -0.432
71 C -0.380
72 As 1.025
73 C -0.936
74 C -0.386
75 C -0.426
76 As 0.974
77 C -0.932
78 C 0.764
79 O -0.602
80 O -0.479
81 C -0.268
82 C 0.743
83 O -0.538
84 O -0.487
85 C -0.263
86 C 0.763
87 O -0.627
88 O -0.493
89 C -0.260
90 H 0.223
91 H 0.203
92 H 0.197
93 H 0.249
94 H 0.250
95 H 0.215
96 H 0.222
97 H 0.262
98 H 0.234
99 H 0.224

***

No. 8
Molecular formula: C4H11N6
Method: DFT, ωB97M-V/def2-TZVPD

ORCA input file:
```
! wB97M-V def2-TZVPD RIJCOSX def2/J DEFGRID3
* xyz 1 1
C -0.33 0.50 -1.20
C -0.26 -0.53 0.92
C 1.03 0.76 -3.33
C -2.49 0.03 -0.25
N 1.86 -0.83 1.73
N 0.19 0.49 -2.25
N 1.30 -0.30 0.70
N -1.06 0.09 -0.19
N -0.38 0.18 2.09
N 0.39 -0.31 3.01
H -0.50 -1.72 0.80
H 1.99 1.14 -2.94
H 0.67 1.51 -4.07
H 1.28 -0.25 -3.83
H -2.91 -0.13 0.69
H -2.73 0.92 -0.73
H -2.92 -0.83 -0.75
H 2.63 -0.36 2.19
H 1.47 0.72 0.36
H 0.36 -1.39 3.14
H 0.43 0.29 3.89
*
```

- HOMO-LUMO gap (spin up / spin down) (eV) = 8.01 / 8.01
- relative energy (zero: lowest compared OMol25 entry of this formula, charge and spin) (kJ/mol) = 631.6

From a natural (NBO) analysis of the wavefunction, the atomic charges in e read:
1 C 0.748
2 C 0.229
3 C -0.462
4 C -0.399
5 N -0.414
6 N -0.258
7 N -0.379
8 N -0.414
9 N -0.393
10 N -0.449
11 H 0.190
12 H 0.255
13 H 0.270
14 H 0.259
15 H 0.249
16 H 0.226
17 H 0.221
18 H 0.366
19 H 0.341
20 H 0.389
21 H 0.424